Entry 1:
The following is a quantum chemistry calculation of one molecule with the formula C5H6N2O, from the Open Molecules 2025 dataset.

* net charge: 0
* max |F|: 6.83 eV Å⁻¹
* HOMO energy: -9.552 eV
* SMILES: NCC1=CC(=O)N=C1
* energy above the lowest of the compared OMol25 structures with the same formula, charge and spin: 111.2 kcal per mole

Structure (XYZ):
```
14
C5H6N2O | the Open Molecules 2025 dataset | ωB97M-V with the def2-TZVPD basis set
N 1.913 0.458 0.347
C 1.334 -0.526 -0.442
C -0.166 -0.298 -0.357
C -1.218 -0.912 0.341
C -2.287 0.150 0.172
O -3.457 -0.248 -0.230
N -1.780 1.428 0.171
C -0.505 1.223 -0.277
H 1.978 -0.144 1.397
H 2.908 0.688 0.115
H 1.339 -0.288 -1.476
H 1.257 -1.639 -0.364
H -1.514 -2.041 0.941
H 0.197 2.149 -0.339
```

Atom charges from the Mulliken analysis, given in e for atoms 1 to 8: N -0.528; C -0.678; C 0.325; C -0.269; C 0.532; O -0.538; N -0.514; C -0.114

***

Entry 2:
The following is a quantum chemistry calculation of one molecule with the formula H2N4O2, from the Open Molecules 2025 dataset.

* net charge: 0
* max |F|: 3.88 eV Å⁻¹
* HOMO energy: -9.056 eV
* SMILES: N/N=[N+](\[O-])N=O
* energy above the lowest of the compared OMol25 structures with the same formula, charge and spin: 79.7 kcal per mole

Structure (XYZ):
```
8
H2N4O2 | the Open Molecules 2025 dataset | ωB97M-V with the def2-TZVPD basis set
N -0.078 -0.244 -0.081
N 1.156 -0.739 -0.033
N 2.082 0.089 0.075
O 2.160 1.295 0.132
N 3.424 -0.722 0.041
O 4.304 0.027 -0.112
H -0.301 0.750 -0.318
H -0.983 -0.892 -0.097
```

And the Mulliken charges, in e, turn out to be: N -0.377; N -0.287; N 0.951; O -0.725; N 0.165; O -0.244; H 0.249; H 0.269

***

Entry 3:
The following is a quantum chemistry calculation of a 12-piece molecular cluster, C19H62N8O12 overall, from the Open Molecules 2025 dataset.

* net charge: 0
* max |F|: 9.74 eV Å⁻¹
* HOMO energy: -8.450 eV
* SMILES: NC(N)=O.NC(N)=O.NC(N)=O.NC(N)=O.CCO.CCO.CCO.CCO.CCO.CCO.CCO.CO
* energy above the lowest of the compared OMol25 structures with the same formula, charge and spin: 163.1 kcal per mole

Structure (XYZ):
```
101
C19H62N8O12 | the Open Molecules 2025 dataset | ωB97M-V with the def2-TZVPD basis set
N -2.680 -1.973 -1.499
C -2.983 -3.133 -1.000
N -2.063 -4.033 -1.288
O -4.294 -3.355 -0.445
H -3.364 -1.179 -1.494
H -1.783 -1.615 -1.729
H -2.376 -5.032 -1.086
H -1.283 -3.837 -2.023
N 1.301 -4.598 0.349
C 0.821 -3.592 0.993
N -0.454 -3.338 0.741
O 1.590 -2.940 1.886
H 2.360 -4.711 0.502
H 0.789 -5.149 -0.367
H -0.824 -2.550 1.302
H -1.076 -3.715 0.020
N 0.012 2.714 2.992
C -0.274 2.770 4.232
N 0.612 2.233 5.017
O -1.401 3.406 4.748
H -0.636 2.935 2.277
H 0.984 2.457 2.804
H 0.682 2.710 5.951
H 1.503 1.857 4.691
N 0.420 -2.103 -1.687
C 0.269 -2.399 -2.973
N -0.025 -3.686 -3.059
O 0.381 -1.588 -4.079
H 0.786 -1.185 -1.433
H 0.203 -2.695 -0.889
H -0.248 -4.060 -3.972
H 0.305 -4.437 -2.488
C -0.991 -0.611 3.322
C -2.347 -0.878 2.716
O -2.424 -1.999 1.998
H -0.241 -0.429 2.562
H -0.578 -1.510 3.932
H -1.036 0.278 3.955
H -2.768 0.019 2.255
H -3.001 -1.022 3.604
H -3.340 -2.257 1.941
C -0.773 4.132 0.214
C -1.796 5.030 -0.508
O -2.355 5.834 0.421
H -0.159 3.538 -0.540
H -1.200 3.301 0.713
H -0.110 4.778 0.824
H -2.601 4.314 -0.805
H -1.408 5.607 -1.373
H -3.157 6.208 0.106
C -3.509 1.826 -0.359
C -4.709 1.222 -1.034
O -4.406 -0.040 -1.586
H -2.786 2.003 -1.112
H -3.055 1.187 0.476
H -3.929 2.707 0.058
H -5.039 1.898 -1.806
H -5.568 1.150 -0.382
H -5.268 -0.465 -1.749
C 3.115 3.387 2.228
C 3.603 2.237 3.066
O 2.665 1.189 3.157
H 2.239 3.870 2.733
H 2.856 3.119 1.205
H 3.880 4.152 2.213
H 3.884 2.508 4.065
H 4.454 1.712 2.556
H 3.098 0.390 3.028
C -0.579 1.541 -3.508
C -1.967 0.939 -3.711
O -2.900 1.961 -3.896
H 0.117 0.804 -3.070
H -0.601 2.473 -2.825
H -0.303 1.887 -4.434
H -2.200 0.357 -2.846
H -2.159 0.283 -4.522
H -3.754 1.502 -4.226
C 3.937 -3.505 -3.100
C 4.113 -2.348 -2.195
O 3.245 -2.643 -1.146
H 2.896 -3.764 -3.173
H 4.411 -4.431 -2.686
H 4.323 -3.258 -4.054
H 3.961 -1.363 -2.628
H 5.123 -2.503 -1.939
H 2.341 -2.505 -1.419
C -0.525 0.564 0.096
C 0.975 0.625 0.301
O 1.779 0.102 -0.658
H -1.010 1.105 0.872
H -0.973 -0.461 0.161
H -0.769 0.983 -0.878
H 1.267 0.168 1.301
H 1.185 1.624 0.558
H 2.444 -0.458 -0.250
C 4.631 -0.090 0.588
O 3.653 -0.783 1.330
H 5.555 -0.093 1.193
H 4.363 0.944 0.356
H 4.909 -0.550 -0.337
H 3.978 -1.645 1.624
```

Atom charges from the Mulliken analysis, given in e for atoms 1 to 8: N 0.104; C 0.300; N -0.449; O -0.804; H 0.333; H -0.164; H 0.262; H 0.420

***

Entry 4:
The following is a quantum chemistry calculation of a 20-piece molecular cluster, C27H50Br2Cl38O2 overall, from the Open Molecules 2025 dataset.

* net charge: 0
* max |F|: 5.05 eV Å⁻¹
* HOMO energy: -8.989 eV
* energy above the lowest of the compared OMol25 structures with the same formula, charge and spin: 76.3 kcal per mole

Structure (XYZ):
```
119
C27H50Br2Cl38O2 | the Open Molecules 2025 dataset | ωB97M-V with the def2-TZVPD basis set
C 4.384 1.018 -1.313
C 3.855 2.548 -1.485
C 2.894 2.593 -2.774
C 1.585 3.511 -2.625
O 1.534 4.310 -1.413
C 1.710 5.704 -1.723
O 2.752 6.143 -2.282
C 0.260 2.601 -2.851
Br -0.637 2.774 -4.640
C -0.275 1.708 -1.865
C -1.612 0.850 -2.098
Br 0.586 1.447 -0.074
H 3.519 0.292 -1.205
H 5.070 0.697 -2.181
H 5.009 1.018 -0.353
H 3.358 2.813 -0.498
H 4.790 3.160 -1.725
H 2.644 1.514 -3.086
H 3.522 3.014 -3.650
H 1.608 4.250 -3.513
H 0.892 6.483 -1.491
H -2.481 1.362 -1.534
H -1.918 0.764 -3.193
H -1.519 -0.224 -1.685
C -3.339 1.038 1.568
Cl -4.050 1.617 0.059
Cl -2.671 -0.587 1.378
H -2.541 1.717 1.866
H -4.110 1.015 2.337
C -4.767 -3.327 3.853
Cl -3.063 -3.737 3.625
Cl -5.051 -1.603 3.592
H -5.366 -3.896 3.143
H -5.060 -3.584 4.871
C -9.014 -1.098 4.461
Cl -7.831 -2.368 4.794
Cl -8.470 -0.042 3.152
H -9.957 -1.560 4.173
H -9.155 -0.502 5.361
C 2.728 -2.597 -2.378
Cl 1.742 -1.454 -1.460
Cl 3.917 -3.393 -1.339
H 2.078 -3.353 -2.815
H 3.251 -2.059 -3.167
C -6.522 4.463 0.815
Cl -6.888 2.778 1.203
Cl -5.345 5.138 1.952
H -6.113 4.511 -0.189
H -7.440 5.047 0.868
C -4.166 1.396 5.713
Cl -2.846 2.568 5.720
Cl -5.383 1.805 4.496
H -3.762 0.413 5.487
H -4.637 1.385 6.695
C -4.845 6.702 -2.663
Cl -4.827 6.298 -0.942
Cl -3.607 5.798 -3.544
H -5.823 6.455 -3.074
H -4.655 7.767 -2.778
C -0.321 1.188 3.548
Cl 1.379 0.796 3.279
Cl -0.613 2.923 3.319
H -0.929 0.629 2.838
H -0.584 0.898 4.571
C 0.123 -5.586 -4.154
Cl 1.795 -5.259 -4.628
Cl -0.367 -4.558 -2.797
H -0.527 -5.389 -5.001
H 0.037 -6.630 -3.857
C -0.006 -0.955 -5.104
Cl 1.509 -0.231 -4.555
Cl 0.281 -2.495 -5.923
H -0.648 -1.128 -4.241
H -0.495 -0.271 -5.796
C -3.270 4.204 -7.170
Cl -4.040 4.807 -8.642
Cl -2.587 2.592 -7.419
H -2.471 4.886 -6.883
H -4.014 4.153 -6.376
C 4.896 -6.793 -2.111
Cl 3.583 -7.767 -1.440
Cl 5.024 -7.011 -3.861
H 4.701 -5.743 -1.899
H 5.834 -7.096 -1.647
C 0.491 3.738 8.012
Cl -0.824 2.778 8.704
Cl 0.615 3.495 6.265
H 0.300 4.791 8.210
H 1.428 3.439 8.478
C 6.815 -2.538 1.101
Cl 8.339 -1.847 1.671
Cl 7.081 -4.082 0.282
H 6.158 -2.699 1.954
H 6.350 -1.843 0.403
C 10.760 -5.249 -0.010
Cl 10.402 -6.942 0.351
Cl 11.957 -4.595 1.114
H 11.151 -5.178 -1.024
H 9.843 -4.669 0.074
C -1.529 -1.276 7.525
Cl -3.167 -1.734 7.042
Cl -0.720 -0.320 6.273
H -1.582 -0.687 8.440
H -0.952 -2.182 7.702
C 1.192 -3.424 1.397
Cl 2.605 -4.415 1.780
Cl 0.558 -2.626 2.841
H 1.479 -2.666 0.673
H 0.417 -4.063 0.976
C 4.915 5.681 0.848
Cl 5.410 3.989 0.972
Cl 4.783 6.428 2.445
H 5.656 6.224 0.264
H 3.946 5.730 0.353
C -3.366 -7.334 -5.374
Cl -2.020 -8.260 -6.050
Cl -2.783 -6.013 -4.355
H -3.955 -6.918 -6.190
H -3.985 -7.998 -4.772
```

Atom charges from the Mulliken analysis, given in e for atoms 1 to 8: C -0.615; C -0.293; C 0.249; C -0.169; O -0.176; C 0.020; O -0.480; C -0.140

***

Listing frontier orbital gap for the structures above in their given order: 8.634 8.366 8.359 9.148 eV.
Listing LUMO for the structures above in their given order: -0.919 -0.690 -0.090 0.159 eV.